Entry 1:
Entry from OMol25: one molecule with the formula C28H29N3O3S (ωB97M-V/def2-TZVPD).

The geometry in XYZ format:
```
64
Properties=species:S:1:pos:R:3:forces:R:3:mulliken_charge:R:1
C 2.605561 -4.755452 2.078877 -0.061 -0.035 0.041 -1.233
C 3.139047 -3.535052 1.395076 0.052 0.019 -0.029 1.141
C 4.116098 -3.669019 0.416206 -0.032 -0.013 0.002 -0.912
C 4.628738 -2.569266 -0.246476 0.044 0.062 -0.069 -0.691
C 4.173113 -1.302663 0.071789 0.080 0.061 -0.089 -0.780
C 3.201102 -1.151710 1.043129 0.053 -0.070 0.069 -0.716
C 2.674659 -2.253480 1.706105 0.137 0.109 0.027 0.959
C 1.574879 -2.051912 2.712291 0.292 -0.101 0.210 -1.525
N 0.293186 -2.500192 2.161226 0.205 0.114 0.131 0.479
C -0.492689 -3.300598 2.931406 -0.133 -0.036 0.063 0.885
O -0.164969 -3.633930 4.054596 -0.082 -0.053 0.136 -0.646
C -1.815315 -3.723137 2.382599 -0.322 -0.267 0.073 -0.009
C -1.966353 -4.388803 1.171870 0.284 -0.101 -0.238 0.766
C -3.198466 -4.891679 0.786008 -0.044 -0.034 0.056 -0.476
C -4.299190 -4.718166 1.604988 -0.039 -0.039 0.014 -0.485
C -4.166545 -4.044575 2.808825 -0.033 0.011 0.009 -0.672
C -2.930630 -3.565082 3.199845 0.132 0.078 -0.008 -0.881
H -2.804765 -3.070898 4.151345 0.002 0.016 0.099 0.478
H -5.023726 -3.907284 3.450222 -0.070 0.016 0.056 0.400
H -5.258516 -5.110763 1.303329 -0.090 -0.026 -0.022 0.388
H -3.281629 -5.419476 -0.151678 -0.025 -0.011 -0.098 0.427
S -0.572653 -4.599533 0.074484 -0.132 0.283 0.162 -0.342
C -0.329946 -2.855417 -0.186990 0.079 -0.365 -0.011 1.026
C -0.463675 -2.351560 -1.470983 0.017 0.035 0.004 -0.766
C -0.306633 -1.001908 -1.718102 0.021 0.159 0.101 -0.769
C -0.049232 -0.137083 -0.658785 0.083 -0.345 0.175 0.307
C 0.097222 -0.652605 0.621605 -0.127 -0.009 -0.017 -0.256
C -0.017064 -2.012955 0.880075 -0.311 0.223 -0.625 -0.979
H 0.315108 0.038411 1.420738 0.074 0.055 0.077 0.622
C 0.156101 1.333834 -0.818510 -0.099 -0.074 -0.231 0.100
O 0.841561 1.973432 -0.043258 0.104 0.104 0.256 -0.723
N -0.452753 1.893952 -1.891491 -0.214 -0.022 -0.249 -0.043
H -1.124524 1.356593 -2.414926 0.077 -0.077 0.122 0.312
C -0.403421 3.316152 -2.131416 -0.090 0.305 0.126 -0.330
H 0.453469 3.690460 -1.568580 -0.071 0.013 -0.181 0.224
C -1.699983 4.006870 -1.644427 0.180 -0.169 -0.008 -0.843
N -1.762979 5.440734 -1.687931 0.106 0.062 -0.090 0.072
C -1.796415 6.088292 -2.983690 0.206 0.189 -0.009 -0.792
C -0.411488 6.526173 -3.483003 -0.284 -0.131 -0.124 -0.353
O 0.237899 7.333783 -2.526894 -0.051 0.137 0.013 -0.407
C 0.395765 6.641870 -1.305835 -0.112 -0.123 0.281 -0.390
C -0.959602 6.191625 -0.741990 0.155 0.184 -0.127 -0.735
H -0.807270 5.595186 0.157456 -0.013 0.012 0.072 0.381
H -1.531585 7.089859 -0.478433 0.118 0.007 0.102 0.348
H 0.875492 7.344205 -0.622062 0.011 -0.097 0.019 0.346
H 1.061827 5.778780 -1.454457 -0.028 0.071 0.028 0.262
H -0.506893 7.138821 -4.381528 -0.001 -0.097 -0.012 0.347
H 0.214587 5.649625 -3.711567 -0.044 0.061 -0.013 0.242
H -2.266891 5.425003 -3.710722 -0.053 0.006 -0.043 0.378
H -2.414707 6.988339 -2.878695 0.017 -0.003 -0.159 0.353
H -2.539930 3.626808 -2.237946 0.010 -0.089 0.079 0.332
H -1.862101 3.706438 -0.604362 -0.021 -0.108 -0.066 0.345
H -0.251100 3.490056 -3.200258 0.064 0.055 0.088 0.164
H -0.362813 -0.640855 -2.733900 -0.003 0.054 -0.100 0.495
H -0.671586 -3.037863 -2.277470 -0.057 -0.044 -0.072 0.477
H 1.735295 -2.643897 3.616633 -0.023 0.189 -0.134 0.652
H 1.510368 -0.998243 2.999353 0.022 -0.087 0.026 0.476
H 2.847658 -0.160413 1.286203 -0.083 0.123 0.040 0.428
H 4.567846 -0.434448 -0.434006 0.042 0.080 -0.047 0.431
H 5.384948 -2.701383 -1.006413 0.066 -0.008 -0.060 0.409
H 4.478656 -4.656834 0.169463 0.036 -0.107 0.001 0.398
H 2.549276 -4.618509 3.156963 -0.025 -0.048 0.095 0.288
H 1.600837 -4.983725 1.724182 -0.036 -0.043 0.060 0.135
H 3.237739 -5.614931 1.869899 0.040 -0.062 0.020 0.482
```
Forces are in eV/Å.

The value obtained for the orbital gap is 8.457 eV. For the energy relative to the best compared isomer or geometry (same formula, charge and spin), the calculation gives 11.2 kJ/mol.

Entry 2:
Entry from OMol25: one molecule with the formula C28H29N3O5S (ωB97M-V/def2-TZVPD).

The geometry in XYZ format:
```
66
Properties=species:S:1:pos:R:3:forces:R:3:mulliken_charge:R:1
C -7.791429 -3.202732 -0.589121 -0.101 -0.075 -0.164 -0.839
H -8.460013 -3.960292 -0.182899 0.032 0.046 -0.081 0.237
O -7.099821 -2.673856 0.516032 0.180 0.145 0.212 -0.460
C -6.185975 -1.688000 0.300448 0.132 0.129 0.061 0.942
C -5.533373 -1.204878 1.436234 -0.146 -0.122 -0.111 -0.758
C -4.598516 -0.198498 1.335223 -0.055 0.007 -0.101 -0.236
C -4.292515 0.336560 0.089039 -0.191 -0.197 -0.084 -0.096
C -4.925469 -0.145603 -1.045093 0.225 0.114 0.212 -0.684
C -5.872416 -1.149015 -0.942763 -0.238 -0.273 0.014 -0.425
H -6.352162 -1.502500 -1.841372 -0.066 -0.050 -0.057 0.373
H -4.681240 0.265527 -2.011347 -0.003 0.050 -0.077 0.398
N -3.333083 1.375052 -0.024914 -0.384 -0.302 0.324 0.461
C -2.091020 1.323779 0.596091 0.144 0.444 0.526 -0.619
O -1.734115 0.508043 1.408522 -0.075 0.018 0.081 -0.550
C -1.403218 2.674279 0.328793 -0.136 -0.105 -0.286 -0.072
N 0.016193 2.549351 0.068723 0.093 -0.166 0.074 0.082
C 0.413094 1.542794 -0.756592 -0.199 -0.018 -0.588 0.671
S -0.748156 0.596778 -1.479551 0.123 -0.428 -0.640 -0.329
N 1.731260 1.443286 -1.038614 0.108 0.811 0.353 0.254
C 2.469684 0.422602 -1.643771 0.183 -0.324 -0.327 0.820
C 3.787896 0.732120 -1.979929 -0.136 0.036 -0.033 -0.472
C 4.609893 -0.219147 -2.549604 0.027 0.005 0.010 -0.744
C 4.131913 -1.496962 -2.789345 0.075 -0.110 -0.054 -0.541
C 2.827610 -1.808317 -2.448518 0.149 0.032 -0.053 -0.885
C 1.995399 -0.862891 -1.876750 -0.130 -0.038 0.082 -0.325
H 0.990339 -1.130741 -1.601853 0.015 -0.002 0.014 0.172
H 2.446323 -2.802555 -2.628814 -0.047 -0.085 -0.005 0.455
H 4.773715 -2.242658 -3.233662 0.053 -0.066 -0.058 0.418
H 5.626900 0.038989 -2.808629 0.067 0.032 -0.020 0.442
H 4.168033 1.726323 -1.785770 0.019 0.104 0.010 0.346
H 2.324936 2.176560 -0.675075 -0.127 -0.197 0.052 0.149
C 0.901795 3.269224 0.964814 0.199 0.020 0.417 -1.357
H 1.822186 3.557322 0.448863 -0.073 0.084 0.057 0.522
H 0.396331 4.197113 1.243573 0.095 -0.031 -0.100 0.617
C 1.237487 2.457116 2.230176 0.051 0.116 -0.264 -1.185
C 2.123867 1.286368 1.909849 0.055 -0.102 0.220 0.236
C 3.488041 1.457520 1.731933 -0.117 0.037 0.030 -0.874
C 4.283735 0.385616 1.367559 0.085 -0.126 -0.021 -0.463
C 3.751463 -0.880958 1.166450 0.070 -0.198 0.004 1.244
C 2.367815 -1.067869 1.354272 0.045 0.138 0.064 -0.125
C 1.585778 0.024013 1.723209 0.204 -0.143 0.071 -0.137
H 0.526794 -0.147779 1.844864 -0.160 -0.008 0.000 0.579
O 1.663494 -2.218845 1.211739 -0.044 0.367 0.049 -0.446
C 2.281498 -3.435174 0.861290 0.120 -0.512 -0.128 -0.779
H 1.468487 -4.160103 0.819741 0.063 0.023 0.002 0.291
H 3.010514 -3.749031 1.611856 -0.060 0.010 -0.071 0.289
H 2.769179 -3.374715 -0.113408 -0.043 -0.034 0.100 0.199
O 4.514092 -1.960048 0.790769 -0.475 0.160 0.137 -0.357
C 5.882037 -1.766793 0.541293 0.211 0.043 -0.041 -0.952
H 6.417976 -1.446486 1.441205 -0.019 0.004 -0.033 0.361
H 6.258191 -2.740065 0.228986 0.045 0.080 0.006 0.264
H 6.044600 -1.042290 -0.263072 0.002 -0.021 0.052 0.311
H 5.341170 0.549908 1.237517 0.115 -0.048 -0.036 0.414
H 3.942005 2.426973 1.882453 0.066 0.122 0.045 0.424
H 0.307354 2.098665 2.672525 -0.051 0.070 0.062 0.448
H 1.733317 3.121975 2.940058 -0.026 0.015 0.052 0.511
H -1.522899 3.258078 1.247196 0.037 -0.091 -0.070 0.686
C -2.225052 3.289191 -0.800760 -0.080 0.108 -0.007 -0.988
C -3.516367 2.489034 -0.814417 0.295 0.578 -0.014 0.399
O -4.529843 2.779145 -1.391968 -0.118 -0.028 -0.178 -0.615
H -2.431087 4.350916 -0.674765 -0.078 -0.036 0.028 0.424
H -1.734090 3.143964 -1.764921 -0.030 0.005 0.075 0.344
H -4.097048 0.165778 2.217074 0.037 0.027 0.060 0.448
H -5.782926 -1.635557 2.392755 -0.024 -0.047 0.117 0.410
H -7.108019 -3.670602 -1.305049 -0.025 0.030 0.017 0.337
H -8.382563 -2.434987 -1.098749 0.034 -0.027 0.009 0.333
```
Forces are in eV/Å.

The value obtained for the orbital gap is 8.331 eV. For the energy relative to the best compared isomer or geometry (same formula, charge and spin), the calculation gives 0.0 kJ/mol.

Entry 3:
Entry from OMol25: C28H29N3PdSi as an isolated structure (ωB97M-V/def2-TZVPD).

The geometry in XYZ format:
```
62
Properties=species:S:1:pos:R:3:forces:R:3:mulliken_charge:R:1
C 1.023133 -1.882742 -0.995220 0.081 -0.134 -0.759 -0.758
C 1.772495 -0.802273 -1.537038 -0.649 -0.563 -0.658 -0.576
C 2.511879 -0.196302 -0.485100 0.327 -0.122 0.969 -0.564
H 1.784569 -0.493840 -2.583371 -0.047 -0.086 0.418 0.500
C 2.240219 -0.930147 0.708123 1.121 0.189 -0.193 -0.314
C 1.316433 -1.963425 0.397549 0.000 -0.284 0.127 0.073
H 0.950401 -2.729346 1.088009 0.117 0.374 -0.446 0.448
H 0.349323 -2.546406 -1.545637 0.345 0.365 0.235 0.468
H 3.183376 0.660859 -0.563850 -0.260 -0.399 -0.059 0.502
H 2.712195 -0.771460 1.679085 -0.347 0.124 -0.567 0.351
Pd 0.258614 0.079192 0.030860 0.026 -0.634 -0.335 -0.263
C -1.518797 2.743976 -0.478099 -0.905 0.731 0.549 -1.189
H -0.643132 2.754760 0.130356 1.105 0.322 0.220 0.306
H -2.347211 2.739821 0.242475 0.082 0.220 -0.404 0.440
H -1.582552 3.561016 -1.202453 0.030 -0.002 0.355 0.369
Si -1.410065 1.139099 -1.544143 1.735 -0.464 -2.151 1.609
C -2.432658 -0.027955 -2.628652 -0.654 0.393 -0.668 0.141
C -1.896404 -1.046103 -3.419283 -0.520 -0.547 0.001 0.219
H -0.823914 -1.064831 -3.640114 -0.355 -0.188 0.181 0.462
C -2.756107 -2.034065 -3.943567 0.219 0.328 0.116 -0.803
H -2.332895 -2.836136 -4.547262 -0.144 0.157 0.124 0.411
C -4.135372 -1.982856 -3.706045 0.264 0.409 0.064 -0.527
H -4.797057 -2.754868 -4.099378 0.240 0.177 0.122 0.396
C -4.672166 -0.883852 -3.023028 0.033 0.038 -0.242 -0.589
H -5.749562 -0.781707 -2.886835 0.275 -0.104 -0.126 0.395
C -3.833350 0.115642 -2.533459 0.044 -0.817 -0.133 -0.687
H -4.278932 0.998874 -2.063657 0.134 -0.429 -0.057 0.420
C 0.054574 1.758485 -2.731259 0.868 0.192 0.214 0.399
C 0.101331 1.587200 -4.134618 -0.187 -0.027 0.198 -0.274
H -0.743061 1.136390 -4.651050 0.132 -0.029 0.118 0.506
C 1.184406 2.023191 -4.916890 -0.236 0.050 0.030 -0.793
H 1.165354 1.877091 -5.998118 -0.119 -0.022 0.325 0.421
C 2.273818 2.674910 -4.347769 -0.072 -0.200 0.625 -0.477
H 3.125040 3.009931 -4.939113 -0.315 -0.072 0.040 0.420
C 2.269987 2.869930 -2.964358 -0.345 -0.042 0.462 -0.748
H 3.093272 3.395092 -2.458244 -0.371 -0.288 -0.364 0.418
C 1.188963 2.421216 -2.182175 0.054 0.094 0.002 -0.066
H 1.266346 2.626372 -1.100708 -0.219 -0.108 -0.504 0.077
H -1.492855 0.027088 -0.327138 0.865 0.137 0.133 -0.001
H -2.780446 1.439247 -1.144306 -1.823 0.600 0.608 -0.360
N -0.484022 -1.260502 3.059821 1.101 -0.740 2.129 0.286
C 0.549471 -2.018096 3.640165 -1.310 1.130 -1.502 0.629
C 0.237683 -3.298856 4.135971 0.218 -0.688 0.495 -0.709
C 1.269359 -4.035665 4.708835 -0.149 0.207 -0.098 -0.552
C 2.556083 -3.466715 4.715215 -0.357 -0.904 0.249 -0.442
C 2.748028 -2.190710 4.176575 -0.920 1.677 -0.852 -0.170
N 1.757217 -1.469355 3.637147 1.664 -0.457 0.793 -0.131
C -0.282899 0.157931 3.112432 0.038 2.228 0.062 -0.038
C -0.634597 0.863864 4.272284 -0.066 -0.965 -0.227 -0.688
C -0.152623 2.156794 4.447681 -0.322 -0.229 -0.226 -0.588
C 0.662457 2.687310 3.453680 -0.024 0.050 0.016 -0.847
C 0.882338 1.980006 2.289261 -0.796 -0.512 0.238 -0.372
N 0.316557 0.775189 2.100283 0.552 -0.398 0.639 0.678
H -1.381471 -1.555392 3.440634 -0.250 -0.065 -0.610 0.470
H -0.804755 -3.602694 4.074248 0.278 -0.399 0.150 0.469
H 1.080874 -5.013017 5.146047 0.075 0.170 -0.130 0.480
H 3.440454 -3.965326 5.109082 -0.405 -0.159 0.052 0.448
H 3.734982 -1.723376 4.194690 -0.266 -0.135 -0.043 0.440
H -1.262407 0.329742 4.988988 0.295 0.452 0.142 0.462
H -0.421483 2.726233 5.336469 0.152 -0.135 -0.224 0.452
H 1.088276 3.663929 3.532568 0.214 0.420 0.248 0.505
H 1.501291 2.347641 1.473405 -0.251 0.111 0.132 0.455
```
Forces are in eV/Å.

As for the spin multiplicity: 5. The value obtained for the orbital gap (spin up / spin down) is 6.569 / 2.981 eV. The charge is +2.

| no. | DFT total energy (eV) |
| --- | --- |
| 1 | -50955.650 |
| 2 | -55049.898 |
| 3 | -45312.211 |